# C7H11N

The molecule C7H11N in a non-equilibrium geometry (wB97M-V/def2-TZVPD, OMol25).

Strongest force on any atom = 4.05 eV/Å
Orbital gap = 9.00 eV
Net charge = 0
Energy relative to the best compared isomer or geometry (same formula, charge and spin) = 75.9 kcal per mole

Each line ends with the natural charge from an NBO analysis.
Geometry (Å):
1 C -0.21 -0.83 -0.49  0.459
2 C 2.33 -0.79 0.94  -0.434
3 C -1.47 -1.38 -0.28  -0.417
4 C 1.97 0.00 -0.13  0.175
5 C 2.64 1.26 -0.69  -0.654
6 C -2.38 0.81 0.50  -0.609
7 C -2.70 -0.58 -0.14  -0.415
8 N 0.82 -0.27 -0.88  -0.476
9 H 1.86 -1.69 1.13  0.201
10 H 3.22 -0.65 1.50  0.201
11 H -1.59 -2.52 -0.40  0.244
12 H 2.09 2.17 -1.02  0.235
13 H 3.32 1.60 0.05  0.217
14 H 3.32 0.93 -1.47  0.229
15 H -1.81 0.64 1.41  0.204
16 H -1.60 1.42 -0.01  0.213
17 H -3.30 1.27 0.71  0.210
18 H -3.14 -0.22 -1.13  0.204
19 H -3.37 -1.17 0.40  0.212

=====

# C7H11N

The molecule C7H11N (wB97M-V/def2-TZVPD, OMol25).

Strongest force on any atom = 0.71 eV/Å
Orbital gap = 10.03 eV
Net charge = 0
Energy relative to the best compared isomer or geometry (same formula, charge and spin) = 38.5 kcal per mole

Each line ends with the natural charge from an NBO analysis.
Geometry (Å):
1 C 2.30 -0.44 0.67  -0.673
2 C -1.64 1.47 -0.48  -0.652
3 C 0.01 -0.45 -0.36  -0.084
4 C 1.24 0.32 -0.07  0.301
5 C -1.28 0.13 0.09  0.006
6 C 0.05 -1.64 -0.96  -0.358
7 C -2.05 -0.53 0.94  -0.398
8 N 1.31 1.53 -0.43  -0.631
9 H 2.19 2.00 -0.19  0.339
10 H 1.90 -0.81 1.61  0.232
11 H 3.16 0.20 0.88  0.214
12 H 2.63 -1.29 0.08  0.227
13 H -1.87 1.36 -1.55  0.217
14 H -2.51 1.88 0.02  0.208
15 H -0.80 2.14 -0.40  0.259
16 H -0.85 -2.18 -1.17  0.207
17 H 0.97 -2.08 -1.31  0.193
18 H -1.76 -1.49 1.34  0.197
19 H -2.99 -0.13 1.28  0.195

=====

# C7H11N

A structure of composition C7H11N in a non-equilibrium geometry (wB97M-V/def2-TZVPD, OMol25).

Strongest force on any atom = 3.89 eV/Å
Orbital gap = 9.39 eV
Net charge = 0
Energy relative to the best compared isomer or geometry (same formula, charge and spin) = 68.6 kcal per mole

Each line ends with the natural charge from an NBO analysis.
Geometry (Å):
1 C 0.91 0.05 1.83  -0.669
2 C -1.05 0.34 -1.66  -0.613
3 C -1.04 -1.61 0.02  -0.610
4 C 0.65 0.62 0.47  0.112
5 C -0.29 -0.48 -0.64  -0.111
6 C 0.67 1.92 0.22  -0.447
7 N 2.26 -0.82 -1.01  -0.363
8 C 1.09 -0.72 -0.90  0.244
9 H 0.04 -0.47 2.24  0.215
10 H 1.16 0.85 2.53  0.227
11 H 1.75 -0.65 1.80  0.238
12 H -0.40 0.85 -2.37  0.231
13 H -1.71 -0.31 -2.22  0.223
14 H -1.52 -2.22 -0.74  0.228
15 H -0.40 -2.25 0.62  0.232
16 H -1.82 -1.20 0.68  0.220
17 H -1.61 1.12 -1.14  0.227
18 H 0.81 2.63 1.02  0.211
19 H 0.52 2.34 -0.76  0.206

=====

# C7H11N2

The ion C7H11N2 with charge +1 in a non-equilibrium geometry (wB97M-V/def2-TZVPD, OMol25).

Strongest force on any atom = 3.62 eV/Å
Orbital gap (spin up / spin down) = 6.50 / 6.49 eV
Net charge = +1
Energy relative to the best compared isomer or geometry (same formula, charge and spin) = 155.5 kcal per mole

Each line ends with the natural charge from an NBO analysis.
Geometry (Å):
1 C 0.56 0.61 -0.82  0.136
2 C -0.78 0.60 -0.61  -0.208
3 C 2.20 -0.08 0.91  0.220
4 C 0.10 -1.63 -0.08  -0.413
5 C 1.25 -0.54 -0.23  -0.414
6 C -1.16 -0.91 -0.36  0.063
7 C -2.75 0.81 0.83  -0.417
8 N -1.49 0.06 0.61  -0.304
9 N 3.23 0.60 0.63  -0.715
10 H 1.13 1.31 -1.45  0.246
11 H -1.33 1.29 -1.32  0.264
12 H 0.27 -2.33 -0.97  0.233
13 H 0.08 -2.13 0.82  0.266
14 H 2.06 -1.06 -0.87  0.307
15 H -1.85 -1.47 -1.09  0.253
16 H -2.37 1.63 1.59  0.243
17 H -3.26 1.22 -0.12  0.210
18 H -3.36 0.11 1.32  0.231
19 H 3.62 1.03 -0.23  0.380
20 H 3.83 0.89 1.42  0.420

=====

# C7H11N2

The ion C7H11N2 with charge +1 in a non-equilibrium geometry (wB97M-V/def2-TZVPD, OMol25).

Strongest force on any atom = 3.91 eV/Å
Orbital gap = 9.51 eV
Net charge = +1
Energy relative to the best compared isomer or geometry (same formula, charge and spin) = 95.9 kcal per mole

Each line ends with the natural charge from an NBO analysis.
Geometry (Å):
1 C -1.04 0.31 1.97  -0.032
2 C 1.16 0.35 1.07  0.393
3 C -1.48 0.10 0.76  -0.026
4 C -2.00 0.57 -0.54  -0.382
5 C -0.53 -0.38 -0.33  0.092
6 C -0.27 -1.70 -1.04  -0.662
7 C 1.54 0.81 -1.25  -0.411
8 N 0.74 0.37 -0.10  -0.318
9 N 0.35 -0.04 2.10  -0.538
10 H -1.53 0.73 2.83  0.243
11 H 2.29 0.47 1.20  0.241
12 H -2.78 0.06 -1.17  0.276
13 H -1.78 1.64 -0.53  0.247
14 H -1.09 -2.47 -1.09  0.275
15 H 0.58 -2.19 -0.39  0.232
16 H 0.07 -1.63 -2.12  0.240
17 H 1.26 1.88 -1.43  0.242
18 H 2.61 0.87 -0.93  0.229
19 H 1.25 0.03 -1.99  0.244
20 H 0.64 0.24 2.97  0.415

=====

# C7H11N2

A structure of composition C7H11N2 in a non-equilibrium geometry (wB97M-V/def2-TZVPD, OMol25).

Strongest force on any atom = 3.33 eV/Å
Orbital gap = 8.65 eV
Net charge = +1
Energy relative to the best compared isomer or geometry (same formula, charge and spin) = 83.7 kcal per mole

Each line ends with the natural charge from an NBO analysis.
Geometry (Å):
1 C -1.12 0.85 -0.63  -0.125
2 C -2.46 -0.81 -0.31  0.240
3 C 0.74 -0.86 -0.45  0.009
4 C -1.25 0.65 0.86  0.195
5 C 0.34 0.44 -0.24  -0.070
6 C 2.11 -1.43 -0.19  -0.664
7 C 1.28 1.56 0.06  -0.676
8 N -1.90 -0.13 -1.22  -0.349
9 N -2.05 -0.38 1.05  -0.537
10 H -1.05 1.83 -1.10  0.283
11 H -3.24 -1.51 -0.61  0.254
12 H -0.06 -1.52 -0.82  0.211
13 H -0.98 1.21 1.72  0.268
14 H 2.62 -1.93 -1.04  0.272
15 H 1.96 -2.09 0.82  0.260
16 H 2.63 -0.50 0.05  0.217
17 H 2.03 1.14 0.74  0.248
18 H 0.77 2.49 0.26  0.240
19 H 2.04 1.86 -0.83  0.262
20 H -2.39 -0.87 1.88  0.461

=====

# C7H11N2O

The ion C7H11N2O with charge +1 in a non-equilibrium geometry (wB97M-V/def2-TZVPD, OMol25).

Strongest force on any atom = 4.03 eV/Å
Orbital gap (spin up / spin down) = 6.91 / 8.93 eV
Net charge = +1
Energy relative to the best compared isomer or geometry (same formula, charge and spin) = 194.3 kcal per mole

Each line ends with the natural charge from an NBO analysis.
Geometry (Å):
1 C 1.48 0.64 0.55  0.386
2 C -1.40 -1.12 -0.18  -0.232
3 C 0.05 -1.05 -0.76  0.174
4 C 0.00 0.90 0.62  0.351
5 C 2.80 1.28 0.67  -0.694
6 C -2.04 -2.54 0.02  -0.615
7 C -0.43 2.21 -0.02  -0.639
8 N -1.89 -0.28 0.89  0.023
9 N 0.66 -0.07 -0.22  -0.310
10 O -0.99 0.50 1.46  -0.286
11 H -2.05 -0.81 -1.13  0.292
12 H 0.52 -1.71 -1.50  0.255
13 H 3.53 0.76 0.03  0.267
14 H 3.02 1.24 1.73  0.283
15 H 2.75 2.30 0.39  0.271
16 H -3.09 -2.45 0.29  0.258
17 H -1.72 -3.16 0.78  0.237
18 H -2.23 -3.07 -0.92  0.240
19 H 0.41 2.41 -0.65  0.227
20 H -0.85 2.76 0.85  0.279
21 H -1.36 1.86 -0.55  0.233

=====

# C7H11N2O2

A cluster of 2 separate species, C7H11N2O2 in total in a non-equilibrium geometry (wB97M-V/def2-TZVPD, OMol25).

Strongest force on any atom = 2.24 eV/Å
Orbital gap = 6.18 eV
Net charge = -1
Energy relative to the best compared isomer or geometry (same formula, charge and spin) = 29.0 kcal per mole

Each line ends with the natural charge from an NBO analysis.
Geometry (Å):
1 C 1.60 0.68 0.53  -0.534
2 C 2.46 0.77 1.81  -0.605
3 C 1.41 1.88 -0.33  0.803
4 O 1.71 1.98 -1.50  -0.616
5 O 0.81 2.90 0.32  -0.702
6 H 1.94 -0.12 -0.13  0.239
7 H 0.61 0.36 0.88  0.282
8 H 1.91 1.44 2.46  0.214
9 H 3.53 0.90 1.69  0.198
10 H 2.45 -0.25 2.21  0.218
11 C -1.08 -1.84 -2.25  -0.621
12 C -2.55 -1.17 -0.26  -0.195
13 C -1.33 -1.63 -0.79  0.026
14 C -1.19 -1.49 1.34  0.043
15 N -2.45 -1.07 1.10  -0.563
16 N -0.50 -1.81 0.23  -0.579
17 H -3.48 -0.73 -0.61  0.171
18 H 0.47 3.54 -0.30  0.487
19 H -2.01 -1.65 -2.79  0.196
20 H -0.81 -2.88 -2.47  0.191
21 H -0.74 -1.72 2.30  0.148
22 H -0.35 -1.11 -2.60  0.198